{
  "formula": "C36H70O17",
  "method": "ωB97M-V with the def2-TZVPD basis set",
  "elements": ["C", "O", "C", "O", "O", "C", "C", "C", "C", "C", "C", "C", "C", "O", "C", "C", "O", "H", "H", "H", "H", "H", "H", "H", "H", "H", "H", "H", "H", "H", "H", "H", "H", "H", "H", "H", "H", "H", "H", "C", "C", "O", "C", "C", "O", "H", "H", "H", "H", "H", "H", "H", "H", "C", "C", "O", "C", "C", "O", "H", "H", "H", "H", "H", "H", "H", "H", "C", "C", "O", "C", "C", "O", "H", "H", "H", "H", "H", "H", "H", "H", "C", "C", "O", "C", "C", "O", "H", "H", "H", "H", "H", "H", "H", "H", "C", "C", "O", "C", "C", "O", "H", "H", "H", "H", "H", "H", "H", "H", "C", "C", "O", "C", "C", "O", "H", "H", "H", "H", "H", "H", "H", "H"],
  "xyz": [[-1.9433, 2.2365, -3.4636], [-3.3506, 2.6418, -3.3792], [-4.2286, 1.5562, -2.9043], [-5.2073, 1.1821, -3.7754], [-4.0642, 1.0518, -1.5441], [-3.4321, -0.2537, -1.4461], [-3.1241, -1.0501, -2.8309], [-2.4582, -2.5499, -2.6448], [-1.8830, -2.8561, -1.1388], [-0.4271, -2.1182, -0.9977], [0.5054, -2.7503, 0.2095], [1.2472, -1.5838, 1.0929], [2.0793, -0.4740, 0.2138], [2.5748, -0.9614, -1.0873], [2.4764, 0.1792, -2.0133], [1.1492, 0.6366, -2.8609], [3.5984, 0.9381, -2.1408], [-1.8553, 1.5355, -4.4265], [-1.1811, 3.1142, -3.6455], [-1.5520, 1.5904, -2.5675], [-2.4749, -0.1258, -0.7441], [-4.1681, -0.9481, -0.8113], [-2.4631, -0.4904, -3.6160], [-4.1762, -1.2353, -3.3636], [-1.5141, -2.6096, -3.3734], [-3.1601, -3.4326, -2.9676], [-1.6650, -4.0297, -1.1074], [-2.6355, -2.6515, -0.2665], [0.1898, -2.2907, -2.0032], [-0.4645, -0.9601, -0.8387], [-0.1428, -3.4142, 0.9608], [1.2716, -3.5003, -0.2866], [1.9887, -2.0436, 1.8858], [0.4123, -1.0273, 1.7000], [2.9851, -0.1220, 0.8796], [1.4119, 0.4843, -0.0322], [0.6887, 1.6723, -2.4880], [1.4293, 0.8281, -4.0030], [0.2639, -0.1287, -2.8464], [6.7176, 2.5254, -3.2805], [6.6004, 2.9831, -1.8399], [7.8902, 3.3324, -1.3060], [8.4688, 4.5478, -1.4348], [7.9040, 5.5171, -2.4294], [9.4879, 4.8207, -0.8016], [7.0963, 3.3223, -3.9260], [5.7449, 2.2032, -3.6629], [7.4221, 1.6913, -3.3607], [5.8860, 3.8019, -1.7143], [6.2281, 2.1529, -1.2300], [8.4134, 5.3900, -3.3872], [8.0793, 6.5333, -2.0611], [6.8273, 5.4268, -2.5671], [4.2683, -3.4214, -7.2991], [3.2736, -2.3701, -7.7510], [2.2314, -2.1964, -6.7740], [2.3131, -1.3717, -5.7055], [3.6514, -0.8173, -5.3191], [1.3178, -1.1452, -5.0183], [4.7763, -3.1245, -6.3778], [5.0239, -3.5939, -8.0708], [3.7570, -4.3662, -7.0885], [3.7498, -1.4159, -7.9945], [2.7830, -2.7128, -8.6684], [4.1229, -1.4841, -4.5938], [3.5001, 0.1647, -4.8591], [4.3197, -0.6560, -6.1639], [-6.6461, 2.2137, -0.6974], [-7.5447, 1.9741, 0.5000], [-6.9111, 2.4166, 1.7137], [-6.9586, 3.6834, 2.1846], [-7.4342, 4.7766, 1.2756], [-6.5441, 3.9421, 3.3139], [-6.4452, 3.2784, -0.8427], [-7.1055, 1.8208, -1.6089], [-5.6770, 1.7256, -0.5520], [-8.5334, 2.4271, 0.3826], [-7.7106, 0.8972, 0.6129], [-6.5784, 5.2107, 0.7540], [-7.9138, 5.5498, 1.8847], [-8.1829, 4.4523, 0.5540], [1.8205, -1.1762, 6.9417], [0.5249, -1.9611, 6.8772], [0.1434, -2.2102, 5.5123], [0.5797, -3.2555, 4.7737], [1.7501, -4.0522, 5.2667], [0.0724, -3.4973, 3.6791], [2.6512, -1.7346, 6.5022], [2.0747, -0.9365, 7.9782], [1.7312, -0.2435, 6.3756], [0.5660, -2.8909, 7.4518], [-0.2788, -1.3615, 7.3181], [2.6715, -3.6313, 4.8581], [1.6398, -5.0836, 4.9160], [1.8170, -4.1074, 6.3524], [-5.6008, -3.2692, 3.8489], [-5.4871, -4.7394, 4.2012], [-4.5272, -5.3971, 3.3546], [-3.1974, -5.4425, 3.5958], [-2.6167, -4.5226, 4.6274], [-2.4688, -6.1713, 2.9235], [-4.6567, -2.7426, 4.0115], [-6.3746, -2.7869, 4.4530], [-5.8528, -3.1479, 2.7905], [-5.2591, -4.9034, 5.2584], [-6.4496, -5.2276, 4.0142], [-2.2995, -3.5946, 4.1464], [-1.7453, -5.0109, 5.0760], [-3.2959, -4.3009, 5.4495], [0.3656, 4.7672, 2.3901], [0.4793, 3.2970, 2.7425], [1.4392, 2.6393, 1.8959], [2.7690, 2.5940, 2.1370], [3.3498, 3.5139, 3.1686], [3.4976, 1.8651, 1.4648], [1.3097, 5.2939, 2.5528], [-0.4082, 5.2496, 2.9942], [0.1136, 4.8885, 1.3317], [0.7073, 3.1331, 3.7997], [-0.4832, 2.8089, 2.5554], [3.6669, 4.4418, 2.6877], [4.2211, 3.0256, 3.6173], [2.6705, 3.7355, 3.9907]],
  "mulliken_charge": [-0.226, -0.341, 0.500, -0.521, -0.321, -0.265, 0.008, -0.650, -0.548, 0.867, -0.726, -0.559, 0.236, -0.358, 0.305, -0.254, -0.551, 0.241, 0.346, -0.026, 0.017, 0.204, -0.028, 0.378, 0.176, 0.335, 0.394, 0.198, -0.084, -0.465, 0.175, 0.274, 0.164, 0.119, 0.377, 0.014, 0.259, 0.284, 0.008, -0.734, -0.286, -0.346, 0.707, -0.857, -0.590, 0.298, 0.114, 0.314, 0.296, 0.237, 0.236, 0.297, 0.305, -0.936, -0.407, -0.380, 0.543, -0.648, -0.431, 0.268, 0.349, 0.293, 0.372, 0.294, 0.224, 0.086, 0.375, -0.743, -0.639, -0.354, 0.736, -0.893, -0.601, 0.280, 0.418, 0.316, 0.377, 0.336, 0.232, 0.306, 0.319, -0.948, -0.420, -0.356, 0.923, -1.270, -0.518, 0.276, 0.372, 0.240, 0.363, 0.327, 0.285, 0.317, 0.429, -0.896, -0.371, -0.359, 0.552, -0.541, -0.588, 0.241, 0.354, 0.275, 0.353, 0.310, 0.138, 0.183, 0.335, -1.017, -0.388, -0.294, 0.859, -1.270, -0.556, 0.278, 0.378, 0.298, 0.307, 0.351, 0.308, 0.313, 0.387],
  "smiles": "COC(=O)OCCCCCCCCOC(C)=O.CCOC(C)=O.CCOC(C)=O.CCOC(C)=O.CCOC(C)=O.CCOC(C)=O.CCOC(C)=O",
  "gap_ev": 9.819,
  "lumo_ev": 0.1631,
  "e_tot_ev": -73266.0958
}

***

{
  "formula": "C8H11N2O2",
  "method": "ωB97M-V with the def2-TZVPD basis set",
  "elements": ["C", "C", "C", "C", "C", "C", "C", "C", "N", "N", "O", "O", "H", "H", "H", "H", "H", "H", "H", "H", "H", "H", "H"],
  "xyz": [[2.8851, -0.5693, 0.6063], [0.4974, -1.6966, 0.2651], [3.1773, 0.7637, 0.5926], [1.4680, -0.6582, 0.1866], [1.0868, 0.7261, -0.0156], [-1.1191, 0.9689, 1.3708], [-0.9168, -1.4331, 0.6597], [-1.1357, 0.3548, -1.0571], [0.0778, 1.2493, -1.0135], [-1.5344, -0.0960, 0.3470], [2.1504, 1.5320, 0.1857], [-1.4812, 2.1583, 0.9416], [3.3488, -1.5046, 0.6925], [0.8401, -2.7153, 0.2463], [4.0630, 1.4031, 0.6555], [-1.5836, -2.2555, 0.2105], [-0.9977, -1.5171, 1.7525], [-0.9537, -0.5628, -1.4912], [-1.9631, 0.8947, -1.6968], [-0.2232, 2.1210, -0.6101], [0.3752, 1.4557, -2.0003], [-2.6118, -0.1776, 0.4487], [-0.9629, 2.8274, 1.4485]],
  "mulliken_charge": [-0.832, -0.912, -0.381, 0.957, 0.092, -0.621, -0.545, -0.759, -0.031, 0.128, -0.427, -0.365, 0.478, 0.475, 0.438, 0.353, 0.374, 0.619, 0.348, 0.325, 0.415, 0.409, 0.463],
  "relative_energy_kcal_mol": 195.4,
  "total_charge": 1,
  "gap_ev": [6.943, 5.926],
  "lumo_ev": [-3.5183, -3.9910],
  "e_tot_ev": -15535.2798
}

***

{
  "formula": "C32H32B2BrN5O15P",
  "method": "ωB97M-V with the def2-TZVPD basis set",
  "elements": ["O", "B", "O", "C", "O", "B", "O", "C", "P", "O", "Br", "H", "H", "H", "H", "H", "H", "H", "C", "C", "C", "C", "C", "C", "N", "O", "O", "H", "H", "H", "H", "H", "C", "C", "C", "C", "C", "C", "N", "O", "O", "H", "H", "H", "H", "H", "C", "C", "C", "C", "C", "C", "N", "O", "O", "H", "H", "H", "H", "H", "C", "C", "C", "C", "C", "C", "N", "O", "O", "H", "H", "H", "H", "H", "C", "C", "C", "C", "C", "C", "N", "O", "O", "H", "H", "H", "H", "H"],
  "xyz": [[-3.8309, 0.2940, 2.3989], [-4.6772, 0.1348, 1.2971], [-5.0143, -1.2010, 1.0060], [-5.2074, 1.3284, 0.3751], [-5.2949, 2.6210, 0.9555], [-5.9168, 3.3551, -0.1855], [-7.1695, 2.5302, -0.3768], [-6.6982, 1.1995, -0.2235], [-7.9724, 0.4730, 0.9651], [-8.8152, 1.7705, 1.6104], [-9.4571, -0.5278, -0.4190], [-3.3980, 1.1438, 2.3527], [-5.7040, -1.2297, 0.3472], [-4.4407, 1.4675, -0.4254], [-6.0843, 4.5317, 0.0228], [-5.3419, 3.2036, -1.2577], [-6.5796, 0.6734, -1.2001], [-8.6625, 1.7321, 2.5516], [-1.4147, -5.5342, 2.4839], [-1.6068, -6.4501, 1.4604], [-2.6269, -6.2620, 0.5402], [-3.4512, -5.1458, 0.6553], [-3.2780, -4.2243, 1.6755], [-2.2521, -4.4227, 2.5955], [-4.5108, -4.9538, -0.3366], [-4.6284, -5.8040, -1.1966], [-5.2170, -3.9666, -0.2585], [-0.6162, -5.6887, 3.1923], [-0.9585, -7.3124, 1.3776], [-2.7705, -6.9805, -0.2541], [-3.9223, -3.3571, 1.7636], [-2.1022, -3.7090, 3.3950], [2.6666, -0.2606, 1.0263], [3.7294, -1.0385, 1.4425], [3.5355, -2.3676, 1.7483], [2.2685, -2.9217, 1.6210], [1.1859, -2.1605, 1.2034], [1.3891, -0.8139, 0.9081], [2.1062, -4.3346, 1.9364], [3.0858, -4.9243, 2.3429], [1.0194, -4.8720, 1.7879], [2.8292, 0.7819, 0.7826], [4.7203, -0.6024, 1.5305], [4.3726, -2.9662, 2.0788], [0.1976, -2.5907, 1.1105], [0.5596, -0.2000, 0.5823], [3.8691, 2.2902, -5.1790], [2.8484, 1.5437, -4.6059], [2.4350, 1.8155, -3.3103], [3.0462, 2.8432, -2.6056], [4.0707, 3.5927, -3.1665], [4.4821, 3.3090, -4.4601], [2.5788, 3.1500, -1.2476], [1.6837, 2.4623, -0.7952], [3.0946, 4.0787, -0.6648], [4.1873, 2.0791, -6.1926], [2.3721, 0.7525, -5.1687], [1.6403, 1.2342, -2.8672], [4.5463, 4.3902, -2.6139], [5.2780, 3.8869, -4.9111], [-5.4406, 3.2587, -3.0797], [-4.9971, 2.9021, -4.3501], [-3.6443, 2.7036, -4.5832], [-2.7505, 2.8616, -3.5323], [-3.1767, 3.2218, -2.2654], [-4.5307, 3.4232, -2.0374], [-1.3365, 2.6377, -3.7491], [-0.9590, 2.3422, -4.8663], [-0.6139, 2.7574, -2.7901], [-6.4980, 3.4084, -2.8993], [-5.7069, 2.7767, -5.1574], [-3.3037, 2.4275, -5.5709], [-2.4756, 3.3495, -1.4513], [-4.8737, 3.7050, -1.0485], [9.9990, -0.4769, 4.5932], [9.6595, -1.2879, 3.5172], [8.6193, -0.9250, 2.6747], [7.9315, 0.2545, 2.9203], [8.2561, 1.0690, 3.9950], [9.2960, 0.6973, 4.8341], [6.8501, 0.6525, 2.0222], [6.5736, -0.0910, 1.1020], [6.2876, 1.6988, 2.2430], [10.8150, -0.7606, 5.2461], [10.2077, -2.2022, 3.3335], [8.3590, -1.5593, 1.8394], [7.7141, 1.9845, 4.1850], [9.5609, 1.3248, 5.6744]],
  "mulliken_charge": [-0.564, 0.559, -0.384, 0.022, -0.783, 1.067, -0.683, 0.065, 0.271, -0.472, -0.327, 0.297, 0.196, -0.243, -0.221, 1.265, 0.448, 0.341, -0.320, -0.422, -0.345, -0.026, -0.326, -0.507, 0.987, -0.630, -0.563, 0.306, 0.412, 0.452, 0.525, 0.462, -0.611, -0.018, -0.610, 0.012, -0.329, -0.776, 0.953, -0.632, -0.580, 0.541, 0.370, 0.481, 0.569, 0.623, -0.408, -0.592, -0.082, 0.042, -0.505, -0.372, 1.132, -0.548, -0.654, 0.373, 0.382, 0.428, 0.444, 0.368, -0.489, -0.586, -0.483, 0.069, -0.479, -1.684, 1.047, -0.674, -0.575, 0.429, 0.364, 0.441, 0.554, 0.231, -0.379, -0.534, -0.283, 0.101, -0.267, -0.460, 1.076, -0.666, -0.601, 0.370, 0.365, 0.438, 0.450, 0.367],
  "total_charge": -1,
  "gap_ev": 2.690,
  "lumo_ev": 0.3284,
  "e_tot_ev": -152534.1404
}

***

{
  "formula": "C21H44Br2NO4P",
  "method": "ωB97M-V with the def2-TZVPD basis set",
  "elements": ["C", "C", "C", "Br", "C", "C", "C", "O", "C", "C", "P", "O", "Br", "N", "C", "C", "C", "C", "C", "C", "C", "C", "C", "C", "C", "C", "O", "C", "H", "H", "H", "H", "H", "H", "H", "H", "H", "H", "H", "H", "H", "H", "H", "H", "H", "H", "H", "H", "H", "H", "H", "H", "H", "H", "H", "H", "H", "H", "H", "H", "H", "H", "H", "H", "H", "H", "H", "H", "H", "H", "H", "O", "H"],
  "xyz": [[2.1300, 0.4778, 5.2343], [3.3765, -0.2760, 4.7512], [3.5446, -0.4967, 3.2312], [3.5965, -2.4568, 2.9343], [2.5167, 0.1823, 2.3573], [2.8134, 1.6150, 1.9043], [3.4289, 2.5429, 2.9494], [1.5533, 2.1658, 1.5614], [0.9388, 1.5459, 0.4610], [0.9555, 0.0050, 0.4589], [-0.6525, -0.7130, 1.1498], [-0.2002, -1.2915, 2.6145], [-0.5902, -2.5790, -0.0805], [2.1748, -0.5891, 1.1065], [3.2868, -0.9083, 0.1572], [3.4116, -0.0293, -1.0826], [2.7368, -0.6286, -2.3363], [2.1603, 0.4490, -3.2464], [1.0359, -0.0400, -4.1609], [-0.2814, -0.3762, -3.4443], [-1.1193, 0.8631, -3.1969], [-2.5150, 0.5645, -2.5840], [-2.8842, 1.4960, -1.4293], [-4.4051, 1.5623, -1.1665], [-4.8303, 0.9240, 0.1505], [-4.7963, -0.6040, 0.1226], [-4.7987, -1.0801, -1.1906], [-4.9416, -2.5236, -1.2315], [2.3362, 0.9000, 6.2089], [1.2829, -0.1926, 5.3219], [1.8221, 1.2931, 4.5943], [4.2547, 0.2593, 5.0972], [3.4053, -1.2153, 5.2801], [4.5327, -0.1737, 2.9347], [1.5685, 0.2521, 2.8740], [3.4817, 1.6270, 1.0457], [2.7228, 3.3254, 3.1906], [3.7478, 2.0734, 3.8675], [4.2937, 3.0434, 2.5313], [1.3269, 1.9022, -0.4907], [-0.1027, 1.8500, 0.4748], [0.9190, -0.3061, -0.5778], [0.3130, -2.1151, 2.6008], [1.8504, -1.4928, 1.4552], [4.2331, -0.9652, 0.6718], [3.1013, -1.9183, -0.1905], [4.4705, 0.0728, -1.2909], [3.0406, 0.9792, -0.9550], [1.9621, -1.3346, -2.0454], [3.4659, -1.2003, -2.8989], [1.7329, 1.2653, -2.6643], [2.9586, 0.8876, -3.8374], [0.7990, 0.7974, -4.8127], [1.3795, -0.8498, -4.7974], [-0.1028, -0.8948, -2.5024], [-0.8393, -1.0507, -4.0857], [-1.3040, 1.3744, -4.1372], [-0.6153, 1.5770, -2.5446], [-2.4775, -0.4407, -2.1768], [-3.2725, 0.5754, -3.3552], [-2.3781, 1.1194, -0.5425], [-2.5031, 2.5026, -1.5982], [-4.7336, 2.5963, -1.1681], [-4.9075, 1.0717, -1.9888], [-4.1274, 1.2472, 0.9165], [-5.8077, 1.2692, 0.4710], [-3.8743, -0.9463, 0.6132], [-5.6236, -1.0441, 0.6807], [-4.4897, -2.9297, -0.3282], [-5.9916, -2.7952, -1.3006], [-4.4128, -2.8715, -2.1059], [-7.1133, -4.2464, -2.2490], [-7.9699, -4.6792, -2.1802]],
  "mulliken_charge": [-1.214, -0.751, -0.653, -0.124, -0.176, 1.009, -1.529, -0.380, -0.695, 0.964, 0.293, -0.499, -0.188, 0.006, -0.691, -1.024, -0.941, -0.557, -1.446, 0.244, -0.798, -0.621, 0.246, -1.193, -0.902, -0.032, -0.222, -0.847, 0.364, 0.364, 0.333, 0.399, 0.522, 0.703, 0.669, -0.207, 0.362, 0.335, 0.407, 0.271, 0.391, -1.205, 0.358, 0.504, 0.541, 0.451, 0.655, 0.402, 0.413, 0.593, 0.172, 0.504, 0.486, 0.401, -0.383, 0.673, 0.351, 0.253, 0.145, 0.472, -0.548, 0.634, 0.420, 0.510, 0.317, 0.400, -0.131, 0.476, 0.343, 0.385, 0.211, -1.110, 0.121],
  "gap_ev": 2.830,
  "lumo_ev": -1.0294,
  "e_tot_ev": -181539.3852
}